No. 1
Computed, not measured: C28H31CoN7OS as an isolated structure, with wB97M-V/def2-TZVPD.

As for the spin multiplicity: 2. Its energy above the lowest of the compared OMol25 structures with the same formula, charge and spin is 5.36 kcal per mole. Its orbital gap (alpha / beta) is 5.8 / 5.8 eV. The value obtained for the calculated total energy is -3325.1662 a.u. Its total charge is -2.

Each line ends with the Mulliken charge.
Positions of all 69 atoms, in Å:
Co  1.13406  0.79528  -0.55085  0.31
N  -1.66368  4.08118  0.93143  -0.51
C  -0.56981  3.51613  0.28438  0.35
S  -0.68871  3.24606  -1.41294  -0.50
N  0.44597  3.27913  1.07505  -1.14
N  1.45475  2.55305  0.45512  0.74
C  2.64997  2.85734  0.79016  -0.39
C  3.85658  2.24597  0.24091  0.60
C  5.07785  2.53170  0.85156  -0.64
C  6.27343  2.02389  0.37401  -0.65
C  6.23581  1.20472  -0.75849  -0.42
C  5.04587  0.92157  -1.39422  -0.52
C  3.81370  1.43322  -0.92480  0.63
O  2.71565  1.18814  -1.56546  -0.92
H  -2.22255  4.66924  0.33647  0.21
H  -1.44027  4.45503  1.84206  0.27
H  2.77234  3.65351  1.52842  0.29
H  5.07316  3.17364  1.72826  0.31
H  7.20948  2.24543  0.87087  0.36
H  7.15428  0.77123  -1.13996  0.35
H  5.01445  0.27363  -2.26146  0.42
N  4.92923  -3.98942  -1.69011  -0.65
C  3.93796  -3.52840  -1.29356  0.50
N  2.76504  -3.14380  -0.85743  -0.76
C  2.44525  -1.95930  -0.46741  0.63
N  2.03398  -0.94845  -0.05872  -0.37
C  0.81127  0.75353  4.71238  -1.68
C  -0.19297  0.18431  3.73990  0.54
C  -1.33256  -0.48633  4.20356  -0.92
C  -2.22735  -0.99435  3.27417  0.01
C  -3.46709  -1.72747  3.73039  -1.77
C  -2.00258  -0.83798  1.91136  -0.55
C  -0.86311  -0.15850  1.39534  0.57
C  0.02522  0.33544  2.39134  -0.70
N  -0.56307  0.03614  0.09189  1.16
C  -1.35585  -0.56666  -0.97339  1.74
C  -2.73976  0.09449  -1.14184  -0.82
C  -3.49979  -0.52367  -2.32154  0.34
C  -3.65728  -2.03350  -2.10030  -1.38
C  -2.27638  -2.69488  -2.00629  0.44
C  -1.50931  -2.44491  -3.30641  -1.55
C  -1.33858  -0.93695  -3.49972  0.30
C  -2.71478  -0.27483  -3.61318  -1.51
C  -0.59607  -0.34438  -2.29951  -2.73
C  -1.49590  -2.09990  -0.82733  -0.94
H  0.48847  0.60266  5.74511  0.36
H  0.94818  1.82492  4.54701  0.31
H  1.78870  0.28109  4.58920  0.33
H  -1.50860  -0.60984  5.26809  0.15
H  -3.52436  -1.75756  4.82040  0.37
H  -3.47715  -2.75772  3.36403  0.31
H  -4.37423  -1.24337  3.35809  0.32
H  -2.74820  -1.24907  1.24668  0.68
H  0.91502  0.85636  2.07116  0.19
H  -2.57032  1.16334  -1.30404  0.22
H  -3.32929  -0.00262  -0.23003  0.37
H  -4.48991  -0.06044  -2.39961  0.27
H  -4.22507  -2.47748  -2.92827  0.54
H  -4.22296  -2.21604  -1.17941  0.52
H  -2.39473  -3.77325  -1.85293  0.31
H  -2.04941  -2.87871  -4.15791  0.53
H  -0.52817  -2.92724  -3.25469  0.49
H  -0.76086  -0.74490  -4.40918  0.33
H  -3.25715  -0.67813  -4.47806  0.55
H  -2.59403  0.80232  -3.76357  0.49
H  -0.45510  0.72848  -2.44493  0.37
H  0.39523  -0.81693  -2.22803  0.28
H  -0.49060  -2.52974  -0.77957  0.11
H  -1.99325  -2.36546  0.10633  0.56

No. 2
Computed, not measured: C28H31F2N5OPdS4 as an isolated structure, with wB97M-V/def2-TZVPD.

As for the spin multiplicity: 5. Its energy above the lowest of the compared OMol25 structures with the same formula, charge and spin is 13.83 kcal per mole. Its orbital gap (alpha / beta) is 7.4 / 4.8 eV. The value obtained for the calculated total energy is -3354.3254 a.u. Its total charge is +2.

Each line ends with the Mulliken charge.
Positions of all 72 atoms, in Å:
Pd  0.00809  -1.53778  0.36308  -0.76
F  4.60932  1.32582  -0.58484  -0.36
C  4.05131  0.13534  -0.32964  0.20
C  2.67908  0.01219  -0.43547  0.40
C  2.11559  -1.21343  -0.17877  -0.34
C  2.87366  -2.32333  0.17201  -0.05
C  4.23913  -2.11986  0.30910  0.41
F  5.02638  -3.11969  0.71713  -0.33
C  4.85417  -0.90605  0.06425  -0.81
C  2.17660  -3.62265  0.31709  1.11
C  2.77357  -4.87189  0.34062  -0.95
C  1.97789  -6.00682  0.37579  -0.28
C  0.59645  -5.89312  0.37075  -1.01
C  0.05373  -4.63057  0.35180  -0.30
N  0.83007  -3.53827  0.33438  0.38
H  2.09498  0.87692  -0.73945  0.62
H  5.92501  -0.79920  0.18340  0.54
H  3.84610  -4.96058  0.31361  0.51
H  2.44233  -6.98575  0.39851  0.45
H  -0.04557  -6.76402  0.37531  0.44
H  -1.01010  -4.46756  0.36669  0.51
S  3.88002  4.09979  2.61453  0.05
C  2.73016  2.92420  2.25361  0.36
S  2.89516  1.28012  2.66548  0.04
C  1.27331  0.97715  2.13269  0.18
N  0.70814  2.02570  1.59940  -0.48
N  1.53458  3.11944  1.69303  0.74
C  1.00348  4.40962  1.34216  0.43
C  1.81083  5.33958  0.69201  -0.43
C  1.31267  6.61708  0.45637  -0.91
C  0.02269  6.93555  0.84498  -0.49
C  -0.78612  5.97763  1.46176  -0.64
C  -0.30631  4.70635  1.70616  -0.29
S  0.52437  -0.54445  2.44995  -0.32
H  2.79476  5.06003  0.31587  0.55
H  1.93383  7.35009  -0.04580  0.42
H  -0.36456  7.92927  0.65837  0.45
H  -1.79334  6.23690  1.77248  0.43
H  -0.91492  3.96166  2.20650  0.47
C  -3.63601  -2.75768  3.43209  -0.62
C  -4.26223  -2.51960  2.05435  -0.59
C  -3.21226  -3.13363  1.15849  -0.60
O  -1.93647  -2.75660  1.74580  0.23
C  -2.15891  -2.49114  3.16968  -0.66
H  -3.79755  -3.78986  3.74341  0.28
H  -4.03043  -2.09699  4.20460  0.35
H  -4.35635  -1.44899  1.85031  0.24
H  -5.23840  -2.99283  1.93630  0.39
H  -3.23768  -2.79075  0.12926  0.28
H  -3.29819  -4.22323  1.16934  0.32
H  -1.92130  -1.45642  3.36611  0.37
H  -1.49274  -3.11945  3.75297  0.31
C  -3.29770  -0.80843  -4.33652  -0.97
C  -1.78220  -0.93145  -4.22976  -0.77
N  -1.16363  0.18278  -3.46089  -0.07
C  -1.02748  0.25487  -2.15022  0.43
S  -1.71265  -0.99800  -1.12504  -0.23
N  -0.40236  1.29555  -1.61525  0.44
C  0.09116  2.45970  -2.37020  -0.86
C  -0.97800  3.52385  -2.58058  -1.06
H  -3.68872  -1.64794  -4.92064  0.37
H  -3.58621  0.11798  -4.84107  0.32
H  -3.76832  -0.83415  -3.34966  0.31
H  -1.32547  -0.91410  -5.21560  0.40
H  -1.50057  -1.86331  -3.74978  0.36
H  -0.84776  0.96904  -4.00156  0.24
H  -0.50215  1.40629  -0.62766  -0.06
H  0.49405  2.11816  -3.32256  0.62
H  0.93730  2.85976  -1.81165  0.27
H  -1.82196  3.12997  -3.15643  0.31
H  -0.55978  4.37561  -3.12940  0.40
H  -1.35561  3.88561  -1.62313  0.29

No. 3
Computed, not measured: a 6-piece molecular cluster, C28H31F5I2O16P overall at a distorted geometry, with wB97M-V/def2-TZVPD.

Its energy above the lowest of the compared OMol25 structures with the same formula, charge and spin is 80.87 kcal per mole. Its orbital gap is 8.2 eV. The value obtained for the calculated total energy is -3725.0937 a.u. Its total charge is +1.

Each line ends with the Mulliken charge.
Positions of all 83 atoms, in Å:
C  5.88455  3.31883  0.39633  -0.84
C  6.64848  1.97617  0.19322  0.20
I  8.56342  1.71692  1.18406  0.18
C  6.13240  0.97238  -0.61032  -0.32
I  7.35981  -0.81403  -0.84594  0.15
P  4.52048  1.06929  -1.50504  0.18
C  3.82318  -0.56298  -2.07459  -0.94
C  3.56522  -1.59932  -0.94304  0.22
C  2.44824  -1.50070  0.02129  0.39
C  2.24670  -2.51925  1.06215  -0.47
C  3.13848  -3.68355  1.21445  -0.67
C  4.23596  -3.79557  0.24474  -0.66
C  4.42385  -2.79333  -0.78865  -0.50
C  3.16933  1.95513  -0.59415  -0.74
C  3.23517  1.52503  1.01421  0.69
C  1.76915  1.41074  1.71035  -1.21
O  2.81524  2.56841  1.94963  -0.58
H  5.34542  3.66757  -0.52736  0.29
H  6.63345  4.12995  0.63395  0.41
H  5.18247  3.30899  1.28227  0.18
H  4.77344  1.83208  -2.69470  0.17
H  2.81350  -0.33046  -2.53147  0.39
H  4.45376  -0.97926  -2.90082  0.52
H  1.72673  -0.65451  -0.03553  0.15
H  1.41533  -2.45573  1.81184  0.39
H  2.98078  -4.43706  2.02497  0.40
H  4.89898  -4.69272  0.32778  0.35
H  5.27548  -2.91838  -1.49445  0.54
H  3.28605  3.07248  -0.60508  0.51
H  2.13063  1.70902  -0.93235  0.44
H  4.03741  0.76360  1.34041  0.42
H  1.11429  2.13156  1.18177  0.44
H  1.68521  1.08673  2.77153  0.30
C  -2.24904  -1.02952  1.20258  -0.57
C  -1.97308  -1.52166  -0.18376  0.45
O  -1.61390  -0.33554  -0.88185  -0.30
C  -1.06156  0.48373  0.05836  0.81
O  -0.40581  1.44994  -0.19568  -0.60
O  -1.33929  0.06494  1.31634  -0.33
F  -3.08528  -2.03486  -0.74694  -0.30
H  -3.27191  -0.66670  1.32481  0.31
H  -2.05265  -1.78576  1.96087  0.32
H  -1.15775  -2.24685  -0.24995  0.23
C  -3.27610  2.86944  -2.66368  -0.31
C  -4.28392  2.00161  -1.97215  0.48
O  -5.37837  1.99767  -2.86633  -0.27
C  -4.83469  2.16700  -4.11151  0.53
O  -5.40950  1.95138  -5.12520  -0.49
O  -3.54623  2.60665  -4.03762  -0.33
F  -4.68464  2.55845  -0.80253  -0.30
H  -3.42715  3.93202  -2.45908  0.30
H  -2.25044  2.60490  -2.40665  0.18
H  -3.95008  0.97491  -1.79818  0.20
C  -4.30738  -5.11636  -3.06234  -0.39
C  -3.48026  -6.32186  -2.72518  0.27
O  -2.74961  -5.89742  -1.58907  -0.28
C  -3.53689  -4.97444  -0.96707  0.68
O  -3.37227  -4.60232  0.15326  -0.53
O  -4.53546  -4.53881  -1.77872  -0.28
F  -2.60779  -6.61101  -3.71963  -0.29
H  -3.77098  -4.40247  -3.69184  0.27
H  -5.24655  -5.37641  -3.54869  0.27
H  -4.06182  -7.21247  -2.47538  0.30
C  -7.92542  2.18400  -0.74322  -0.29
C  -9.34488  1.86982  -0.37265  0.32
O  -9.32804  1.94102  1.03981  -0.31
C  -8.34966  2.84021  1.35484  0.63
O  -8.22752  3.35058  2.41924  -0.51
O  -7.53431  3.08284  0.29040  -0.28
F  -9.67898  0.60865  -0.73978  -0.28
H  -7.28036  1.30265  -0.72085  0.17
H  -7.84388  2.65307  -1.72270  0.25
H  -10.08065  2.57491  -0.76722  0.28
C  5.71466  1.15378  3.92923  0.39
C  4.29932  0.82414  4.30222  0.53
O  4.31036  0.91822  5.71098  -0.39
C  5.27542  1.83818  6.01454  0.52
O  5.38680  2.36733  7.06740  -0.48
O  6.09052  2.07459  4.94505  -0.35
F  3.98453  -0.45254  3.95293  -0.26
H  6.37356  0.28223  3.96754  0.32
H  5.79071  1.60812  2.94012  -0.49
H  3.55558  1.51201  3.89345  0.22

Question: The highest total charge belongs to which entry?
Answer: C28H31F2N5OPdS4

Question: Which value of energy above the lowest of the compared OMol25 structures with the same formula, charge and spin does entry 1 give?
Answer: 5.36 kcal per mole

Question: Among the records above, which one has the lowest total charge?
Answer: C28H31CoN7OS

Question: Number 1 is which compound?
Answer: C28H31CoN7OS